{"formula": "C16H38O15S3V", "method": "the ωB97M-V functional and the def2-TZVPD basis", "symbols": ["H", "C", "H", "O", "O", "C", "H", "H", "C", "H", "H", "O", "H", "C", "O", "C", "H", "C", "H", "O", "H", "H", "V", "H", "H", "O", "O", "H", "H", "H", "H", "H", "S", "H", "H", "H", "C", "C", "C", "H", "H", "O", "O", "H", "H", "H", "H", "H", "S", "C", "C", "C", "C", "O", "O", "O", "C", "C", "C", "H", "H", "H", "O", "O", "H", "S", "H", "H", "H", "O", "H", "H", "H"], "positions_angstrom": [[5.46208, 2.68830, -0.10589], [3.91553, 1.27328, 0.74997], [2.13582, -3.69161, 2.47873], [3.93726, -2.25847, -2.39768], [0.37245, 3.82677, 2.85461], [1.16238, -4.17397, 2.39029], [1.47429, 3.72678, -3.97441], [-3.91717, -0.60062, -0.11756], [-4.07617, -2.86576, -1.98128], [3.79337, 3.24864, -0.22749], [-0.20433, 2.20361, -5.18128], [-2.73113, -2.64462, -1.79984], [-4.16063, -2.77629, -4.17116], [4.47283, 2.61856, 0.34647], [2.92055, -2.41305, -0.69370], [0.32299, 1.39142, -4.68091], [-3.16846, 3.42637, 2.77094], [1.99073, 2.90141, -3.48436], [1.21224, 3.31120, 0.89166], [-0.66974, -1.18684, -1.61357], [2.84432, 2.54138, -4.05870], [0.47132, 1.69845, -2.57392], [1.58340, -0.58930, -0.86266], [-4.61511, -2.67592, -1.05306], [0.92687, 1.07609, -5.53179], [0.34323, -2.14940, 0.82247], [-0.82022, 1.77337, 1.94602], [2.84532, 2.19362, 2.51387], [-2.21157, 4.25009, 1.46840], [-3.80206, -4.67616, 1.18066], [-2.71662, -1.73633, 0.56077], [2.33552, 3.21642, -2.49948], [-0.89285, 2.82776, 2.97220], [1.81170, 5.91985, 2.48912], [3.46560, 0.55575, 2.72654], [1.97898, 0.84996, 1.85167], [1.16335, 1.59005, -3.40906], [2.95019, -2.73530, -1.86925], [-4.77308, -2.50882, -3.31007], [2.51580, 5.39406, 0.98204], [-2.31105, 0.05016, 0.49761], [3.58706, 0.33927, -0.33598], [1.84693, 0.46318, -2.97432], [-5.70461, -3.07466, -3.32348], [-4.00269, -3.95298, -2.00679], [1.25542, -4.93530, 1.61580], [-1.97883, 4.78555, 3.17964], [4.56753, 3.21363, 1.25478], [-2.15295, -1.05019, -1.59345], [-2.85592, -0.78229, 0.05235], [-1.85850, -4.99239, 2.00667], [0.95186, 4.12815, 1.56465], [2.98580, 1.23242, 2.01943], [0.77991, 0.51853, -0.22373], [-1.21996, -4.13642, 1.16622], [-1.24267, 2.48543, 4.35687], [-2.25388, 3.96325, 2.51913], [-3.37773, -4.56119, 2.17807], [2.17547, 5.04163, 1.95574], [-0.30294, 0.49977, -4.64512], [-3.88901, -5.27237, 2.82684], [1.08201, -4.75028, 3.31199], [-0.87954, -2.44941, 3.10787], [1.93271, -2.37013, -2.43180], [-1.79453, -5.94152, 1.47454], [-0.22777, -2.97855, 1.88040], [-1.36279, -5.12382, 2.96849], [0.34490, 4.63283, 0.81298], [4.82300, 0.83291, 1.16308], [-2.86392, -0.20761, -2.58709], [-3.53348, -3.51903, 2.45693], [2.87862, 4.54528, 2.62455], [-5.04741, -1.45460, -3.27217]], "atomic_forces_ev_per_a": [[-0.14, -0.74, -0.32], [0.25, -3.14, -1.28], [-0.35, 0.69, -0.46], [7.68, -3.02, -4.37], [-1.26, -1.20, 0.38], [-0.10, -0.04, -0.27], [-0.10, 0.04, -0.18], [0.13, 0.22, 0.12], [-0.83, -2.29, -0.61], [-0.23, -0.17, -0.59], [-0.44, 0.60, 0.83], [2.72, 2.86, -0.02], [0.01, 0.22, 0.14], [-1.02, 1.67, 0.29], [-1.47, -1.00, 11.93], [0.62, -1.19, -1.33], [0.11, 0.29, 0.07], [0.33, -1.27, -0.17], [0.49, -1.05, 1.14], [-4.95, 0.14, -0.04], [0.45, 0.61, -0.18], [-1.04, 0.95, 0.04], [6.84, -2.59, -5.38], [-0.52, 0.63, -0.14], [1.03, -0.07, -0.03], [-2.12, -1.67, 2.36], [0.24, 1.93, 2.14], [0.22, 0.29, 0.10], [0.07, -0.11, 0.12], [-0.19, 0.02, -0.07], [0.18, 0.26, 0.21], [0.03, -0.14, 0.05], [-2.07, -1.66, -1.71], [-0.23, 0.04, 0.04], [-0.11, 0.02, 0.18], [0.06, -0.03, -0.42], [-1.09, -0.31, 2.07], [2.10, 6.84, -1.98], [-0.03, 0.75, 1.32], [0.88, -0.14, 0.26], [-0.07, -0.07, 0.14], [-1.48, 1.50, 1.74], [0.06, -0.12, 0.19], [-0.03, -0.15, -0.11], [-0.59, -0.42, 0.11], [-0.16, 0.45, -0.42], [-0.79, 0.26, -0.08], [0.23, 0.08, 0.55], [1.91, -0.64, -2.11], [0.50, -0.19, -0.88], [-2.46, -0.82, 1.24], [1.97, 0.99, -0.38], [-0.09, 0.06, -0.56], [-2.69, 2.63, 2.24], [2.11, 3.41, -0.77], [1.70, 0.78, -1.73], [1.42, -0.46, 0.28], [1.23, -0.91, -0.82], [-1.83, -0.46, -0.78], [-0.46, 0.18, 0.67], [-0.06, 0.22, 0.21], [-0.96, 0.46, 0.28], [0.92, -1.03, -2.81], [-9.77, -1.04, -4.13], [-0.35, -0.32, 0.24], [2.02, -0.46, 0.87], [0.06, 0.20, 0.13], [-1.02, 0.81, 0.88], [0.48, -0.39, 0.26], [1.30, -1.52, 2.16], [0.35, -0.17, 0.39], [0.18, -0.16, -0.64], [0.20, 0.04, -0.59]], "mol_weight_da": 617.610, "multiplicity": 2, "s_squared": 0.7733, "fmax_ev_per_a": 12.1, "lumo_ev": [3.6259, 3.6254], "total_charge": -2, "e_above_lowest_ev": 3.968}